Record 1
90
Properties=species:S:1:pos:R:3:lowdin_charge:R:1 method="wB97M-V/def2-TZVPD" largest_force_ev_per_a=3.6 orbital_gap_ha="0.258 / 0.299" multiplicity=8 de_lowest_kcal_mol=0.0 charge=+1
H -2.245 2.405 -1.633 0.086
H -0.197 -5.497 3.171 0.083
C 2.396 0.737 -5.580 -0.167
C -3.133 1.011 2.224 -0.074
H -0.215 5.854 4.599 0.130
N 0.899 0.954 -3.117 -0.197
H 2.445 -7.619 0.664 0.132
C -0.185 0.113 -3.089 -0.430
O 1.565 0.638 1.349 -0.625
H 2.504 4.037 -3.336 0.021
Cl 1.135 3.957 -0.497 0.709
C 1.862 -3.595 2.166 -0.254
C 0.066 -5.750 2.129 -0.309
H 3.105 2.600 -2.549 -0.026
H -0.656 2.990 -4.861 0.039
N -0.686 -0.248 -1.876 -0.034
C -0.750 -0.527 -4.256 -0.001
H -1.259 3.728 3.694 0.107
H -2.953 -2.292 -0.509 0.093
C 1.696 -6.822 0.651 -0.151
C -1.487 -0.012 4.242 -0.080
N 2.240 -5.626 0.045 -0.155
H 0.795 -7.189 0.106 0.146
C -1.712 -1.127 -1.752 -0.317
H -0.857 -0.341 5.042 0.097
H 2.794 1.112 -6.537 0.045
C 0.374 2.974 -5.275 -0.171
C -3.219 4.186 1.105 -0.058
C -0.444 4.181 3.155 -0.079
H 0.185 0.985 3.262 0.108
C -1.720 1.343 2.286 -0.346
H 3.205 0.325 -4.968 0.037
C -2.875 -0.203 4.297 -0.063
C 3.308 -5.042 0.815 -0.133
H -2.114 -1.958 -5.022 0.111
C -4.444 4.825 -0.912 -0.076
C 0.868 4.365 1.198 -0.571
H 1.902 6.566 3.611 0.118
N 2.834 -4.799 2.170 -0.096
C -3.758 3.910 -1.706 -0.060
O 3.989 -1.120 1.489 -0.453
H -3.766 1.496 1.490 0.097
H -0.232 -0.365 -5.219 0.097
H 1.714 -3.682 -0.717 0.073
O 1.744 -1.408 -0.239 -0.569
H 0.542 -4.939 -1.034 0.079
H 3.656 -4.488 2.731 0.197
H -2.816 -0.552 -0.049 0.072
P -1.055 2.443 1.003 0.986
H -2.854 -2.617 -2.692 0.099
O 3.251 0.723 -0.601 -0.582
H -3.006 4.278 2.156 0.098
C -2.271 -1.430 -0.400 -0.015
C 1.330 5.801 3.088 -0.073
H -5.026 5.379 1.087 0.109
H 3.778 3.192 -4.105 0.043
H -1.489 -1.659 0.297 0.042
C 1.259 -4.600 -0.316 -0.283
H 2.511 5.689 1.279 0.102
C -0.153 3.721 1.889 -0.396
C -2.197 -1.797 -2.841 -0.048
H 1.672 -3.350 3.227 0.112
H 4.185 -5.700 0.988 0.155
H 0.342 2.810 -6.328 0.018
N 1.287 -6.641 2.089 -0.136
C 1.728 5.278 1.875 -0.061
Se 2.783 -0.365 0.645 0.879
H 0.661 4.053 -5.192 0.047
H -3.321 -0.891 5.028 0.110
H -0.834 -6.219 1.690 0.087
C -2.385 3.385 0.275 -0.383
H -4.636 -0.194 3.231 0.075
H 3.175 -6.697 3.046 0.143
Si 1.579 1.906 -4.399 0.383
C -0.907 0.795 3.280 -0.103
P 0.313 -4.077 1.261 1.054
C -4.274 4.880 0.477 -0.060
C 0.177 5.321 3.694 -0.054
C -3.681 0.180 3.204 -0.067
C -2.731 3.197 -1.075 -0.095
H 3.654 -4.100 0.325 0.164
C -1.733 -1.496 -4.129 -0.034
C 2.871 3.011 -3.506 -0.166
H 1.692 -0.082 -5.812 0.019
H -4.012 3.769 -2.761 0.115
C 2.339 -6.042 2.854 -0.126
Gd 0.928 1.021 -0.885 1.392
H -5.229 5.464 -1.324 0.111
H 1.904 -5.688 3.787 0.137
H 2.271 -2.748 1.638 0.018

Record 2
83
Properties=species:S:1:pos:R:3:lowdin_charge:R:1 method="wB97M-V/def2-TZVPD" largest_force_ev_per_a=0.1 orbital_gap_ha="0.162 / 0.190" multiplicity=2 de_lowest_kcal_mol=0.0 charge=-2
H -3.049 1.545 0.543 0.093
O -2.665 -1.232 2.768 -0.084
Si 1.079 -1.429 -2.659 0.581
H -2.971 3.892 -2.199 0.080
H 1.598 1.710 -2.152 0.084
C 1.459 5.166 -3.052 -0.119
H 0.655 6.038 0.108 0.099
C -0.187 4.399 -0.964 -0.025
H 4.811 0.922 1.405 0.098
C 1.906 -3.022 -3.391 -0.221
H -0.999 -1.440 -4.701 0.102
C 1.466 5.906 -1.879 -0.141
Fe -0.183 0.090 -0.315 0.379
C 0.645 5.502 -0.834 -0.094
C -1.259 2.537 -2.362 -0.533
C -0.452 -0.124 -6.297 -0.112
H -0.711 1.969 -4.413 0.045
H -2.511 3.159 -0.656 0.051
H 3.500 -0.731 -2.093 0.080
C -0.340 -1.671 -1.587 -0.285
H 1.215 -1.981 1.000 0.072
C 2.530 -0.845 -1.572 -0.235
C 2.644 2.725 -0.549 -0.167
C 3.004 -2.958 -4.256 -0.103
C 0.845 -0.438 -4.261 -0.232
H 3.385 -1.986 -4.556 0.092
C 1.766 0.485 -4.761 -0.110
H 2.307 1.833 -6.342 0.092
C 0.616 4.069 -3.183 -0.054
C 4.235 1.076 0.487 -0.185
C -0.761 -2.112 1.609 -0.172
H -0.656 -2.672 2.543 0.097
N 2.205 0.313 -0.740 -0.212
C 2.450 1.553 -1.491 -0.198
H -2.862 1.112 2.244 0.106
H 0.318 1.293 -7.721 0.086
H 4.461 -4.016 -5.428 0.087
H 3.600 -6.252 -4.795 0.083
H -1.530 0.466 -2.410 0.017
C -0.867 1.139 -1.833 -0.049
N -1.823 -0.137 0.894 -0.016
C -0.262 -0.731 -5.064 -0.103
H 2.653 3.648 -1.126 0.090
H 0.741 -0.776 2.019 0.091
C 3.946 2.566 0.250 -0.189
H 1.650 -6.424 -3.276 0.087
H -1.330 -0.360 -6.887 0.091
C -1.550 2.407 -3.872 -0.088
C 2.908 0.329 0.556 -0.204
H 1.782 2.765 0.120 0.097
C 1.440 -4.296 -3.058 -0.101
C -2.597 2.975 -1.723 -0.063
H 4.785 3.032 -0.278 0.096
H 0.632 3.514 -4.112 0.093
O -1.400 3.272 1.853 -0.054
H -0.776 4.108 -0.104 0.083
C 2.039 -5.450 -3.553 -0.117
C 0.471 0.803 -6.766 -0.124
C -1.892 -1.098 1.790 -0.571
H -1.315 -1.636 -2.078 -0.006
H -3.332 2.180 -1.870 0.081
N 0.451 -1.359 1.240 -0.010
H 2.115 6.769 -1.773 0.082
H -0.993 -2.806 0.803 0.086
O -0.034 1.713 1.007 -0.097
C 1.583 1.105 -5.992 -0.113
C -1.174 2.137 1.397 -0.647
C -0.245 3.670 -2.155 -0.157
H 3.358 1.439 -2.117 0.112
H 0.582 -4.376 -2.398 0.086
H 3.060 -0.705 0.871 0.100
H 2.647 -1.721 -0.920 0.078
H 3.850 3.080 1.211 0.103
C -2.347 1.147 1.280 -0.142
H 2.110 5.440 -3.876 0.086
H 4.833 0.663 -0.333 0.100
C 3.131 -5.356 -4.404 -0.133
H -2.401 1.736 -4.005 0.078
C 3.612 -4.101 -4.757 -0.117
H -0.263 -2.619 -1.039 -0.028
H -1.796 3.377 -4.325 0.080
H 2.255 0.813 1.289 0.106
H 2.637 0.746 -4.171 0.085

Record 3
95
Properties=species:S:1:pos:R:3:lowdin_charge:R:1 method="wB97M-V/def2-TZVPD" largest_force_ev_per_a=16.2 orbital_gap_ha=0.236 multiplicity=1 de_lowest_kcal_mol=99.8
C -6.320 2.315 0.707 -0.012
C -0.106 2.892 -2.200 -0.079
H -3.001 4.807 4.636 -0.079
C 3.521 1.720 -0.610 -0.009
C 1.570 4.141 0.861 -0.157
H 2.364 -1.396 -4.893 0.011
S -0.261 -0.899 1.353 0.371
H -3.104 -4.547 -0.446 0.025
C 0.345 3.110 4.357 -0.014
H -0.918 3.637 -2.132 0.107
Li -1.974 -2.839 3.243 0.841
O 1.108 -3.674 -0.513 0.004
C 2.716 -5.944 1.934 0.016
H -1.382 -0.083 -6.460 0.105
C -0.666 -0.344 -5.664 -0.011
H 3.914 -2.921 2.804 0.114
H 5.243 -5.141 3.575 0.089
H -1.254 -2.625 -0.483 -0.024
C 4.396 -0.574 -2.011 -0.053
H 2.397 -2.267 1.171 0.035
C -5.660 1.394 1.566 -0.014
C 4.123 -0.698 -0.630 0.005
H 2.475 0.315 1.530 0.007
O -3.222 4.052 4.521 0.137
C -5.892 2.565 -0.645 -0.293
O 1.298 0.981 4.007 -0.055
H 2.538 4.489 1.122 0.086
C 1.500 -1.142 -4.771 -0.008
H 1.221 0.513 2.958 0.083
C 2.587 -3.211 1.373 -0.029
C -1.141 1.272 3.911 -0.021
C -2.143 -4.329 -0.494 -0.190
C 3.796 1.747 -1.948 0.019
O -1.271 0.111 1.094 -0.367
C -2.288 2.045 3.932 -0.054
C 3.351 -3.716 2.380 -0.023
C -0.320 -0.574 -3.289 -0.307
C 1.827 -4.129 0.580 -0.244
H 1.114 4.928 1.202 0.032
O 4.416 -5.538 3.519 0.102
H 1.678 -1.017 -2.644 0.104
C 4.147 0.545 -2.736 -0.357
O -2.021 -3.023 -0.838 -0.060
H -4.873 1.510 -2.352 0.130
C 3.688 0.459 0.002 -0.297
H 4.248 -1.739 -0.067 0.156
H -0.211 2.357 -3.184 0.107
C -5.088 1.571 -1.224 -0.030
H 4.754 -1.434 -2.707 0.155
H 1.841 4.139 -0.242 0.110
H 3.173 2.518 -0.043 0.063
H 2.617 -7.064 1.876 0.124
C 1.967 -5.553 0.790 0.021
H -3.284 0.369 -0.859 0.119
O -0.834 -1.719 2.381 -0.378
H 0.814 3.193 -2.337 0.012
Li -0.578 1.906 0.808 0.684
C 0.732 -0.727 -5.870 -0.232
H -2.041 -5.047 -1.301 0.083
H 1.524 -6.230 0.322 0.021
C 3.564 -5.053 2.673 -0.359
H 3.779 -0.014 -4.570 0.079
H -5.899 1.321 2.682 0.136
C -4.631 0.644 0.982 -0.355
C -4.211 0.793 -0.395 0.016
C 1.022 -0.931 -3.476 0.030
O -0.352 1.904 -1.209 -0.131
H -2.801 0.130 1.577 0.042
H -7.123 2.951 1.060 0.105
H -1.131 0.118 3.851 0.128
H 3.806 2.723 -2.434 0.111
C -0.864 3.898 4.424 0.031
O -0.074 -1.671 0.126 -0.305
H -2.277 -0.160 -4.231 0.109
O 1.123 2.941 1.373 -0.156
C 0.179 1.752 4.172 -0.363
H -0.541 -1.182 -1.160 0.097
H 0.441 -0.525 -7.804 0.148
O 0.908 -0.163 1.815 -0.279
C -2.111 3.238 4.295 -0.336
O 1.295 -0.560 -7.192 -0.041
H -3.247 1.408 3.849 0.163
H 1.694 2.386 1.999 0.120
C -1.217 -0.301 -4.352 -0.004
H -6.153 3.427 -2.202 0.000
O -3.769 -0.096 1.680 -0.032
H -0.599 5.012 4.592 0.144
O 3.405 0.442 1.363 0.002
H 0.535 -3.039 -0.057 -0.003
H -1.490 -4.738 0.326 0.106
O -6.574 3.468 -1.445 0.077
H -0.520 1.115 -1.565 -0.043
O 4.328 0.574 -4.058 0.052
O -0.946 -0.719 -2.065 -0.064
H 1.306 3.449 4.459 0.090

Record 4
104
Properties=species:S:1:pos:R:3:lowdin_charge:R:1 method="wB97M-V/def2-TZVPD" largest_force_ev_per_a=3.7 orbital_gap_ha="0.216 / 0.232" multiplicity=1 de_lowest_kcal_mol=60.2 charge=-1
N -19.699 -1.254 -15.760 -0.042
C -10.096 4.689 -16.537 -0.107
F -20.611 4.192 -12.844 0.128
H -17.542 -5.820 -17.446 0.088
O -15.124 3.332 -13.731 -0.255
H -15.615 -5.324 -12.942 0.071
H -19.292 2.639 -18.381 0.076
C -18.485 2.065 -18.901 -0.079
F -15.834 3.686 -16.732 0.123
N -18.100 -4.459 -14.464 0.125
H -9.023 -2.468 -17.214 0.068
C -20.420 2.996 -13.456 -0.564
H -14.943 -4.141 -20.027 0.091
C -13.603 0.114 -14.950 -0.850
C -16.492 -1.141 -10.736 -0.057
C -18.363 -3.995 -16.643 -0.107
H -9.506 5.078 -17.335 0.079
C -16.752 -6.536 -14.452 -0.379
H -16.981 0.173 -20.082 0.087
N -17.733 3.304 -13.371 -0.296
C -19.781 -3.100 -11.270 -0.015
H -10.016 2.495 -17.121 0.092
C -18.912 0.123 -17.302 -0.273
H -16.751 -3.213 -10.867 0.156
F -17.984 3.105 -16.260 0.093
H -10.401 6.569 -15.597 0.083
Ca -17.185 -0.621 -14.179 1.283
H -7.983 -1.071 -19.493 0.054
C -11.309 4.985 -14.387 -0.086
H -18.943 1.840 -19.932 0.097
O -18.611 0.922 -13.488 -0.488
N -12.763 1.191 -14.538 0.078
C -10.413 3.291 -16.466 -0.030
H -17.305 -1.141 -19.041 0.052
C -10.579 5.501 -15.509 -0.124
H -11.940 3.185 -13.348 0.106
N -18.583 -1.833 -12.721 -0.018
H -18.762 -3.497 -17.511 0.118
H -11.742 5.701 -13.705 0.095
C -11.507 3.627 -14.254 -0.040
C -17.961 0.756 -18.261 -0.379
H -13.479 0.349 -18.562 0.081
H -17.625 2.708 -18.980 0.059
F -20.473 3.129 -14.838 0.094
O -16.396 1.434 -14.485 -0.493
N -18.477 -0.736 -16.361 0.051
N -14.407 -1.102 -16.684 0.011
H -17.306 -5.596 -12.543 0.066
H -12.751 -0.629 -20.935 0.104
S -14.164 -1.099 -13.860 0.447
H -17.472 -7.395 -14.204 0.142
C -13.834 -2.411 -20.565 -0.131
C -17.750 -0.221 -19.397 -0.074
N -8.615 -1.644 -17.669 -0.095
H -17.176 -2.526 -8.336 0.079
H -18.793 -2.082 -8.882 0.085
H -18.199 -3.762 -9.070 0.061
N -8.033 -1.939 -18.967 -0.092
H -15.585 -1.461 -10.239 0.068
H -11.934 1.169 -16.440 0.104
C -14.401 -1.435 -17.997 -0.285
C -20.533 -2.921 -12.440 -0.048
C -20.778 -0.627 -16.248 -0.103
N -19.757 -2.269 -13.378 -0.020
C -18.591 -2.378 -11.502 -0.290
H -20.833 -3.084 -15.187 0.117
N -12.030 1.632 -15.572 -0.014
C -14.621 -3.176 -19.675 -0.093
C -17.933 -2.728 -9.109 -0.073
S -18.799 2.248 -12.828 0.689
C -17.499 -5.412 -15.172 -0.263
H -18.731 -0.483 -19.886 0.105
H -13.636 -2.781 -21.593 0.105
H -7.077 -2.195 -18.742 0.047
H -16.082 -6.973 -12.362 0.079
H -15.318 -8.064 -14.848 0.091
C -17.707 -5.197 -16.585 -0.029
C -16.833 3.677 -15.792 -0.557
F -17.193 4.933 -15.417 0.095
C -13.436 -1.154 -20.239 -0.121
H -21.751 -0.763 -15.798 0.122
H -16.024 -7.344 -16.349 0.058
H -20.144 -3.608 -10.420 0.081
H -21.037 0.703 -17.936 0.080
C -13.729 -0.615 -18.968 -0.018
B -19.703 -2.605 -14.885 -0.549
H -16.186 -0.912 -11.797 0.003
C -17.456 -2.359 -10.528 -0.352
H -16.954 -0.186 -10.296 0.106
C -11.246 2.775 -15.380 -0.203
C -15.658 -7.095 -15.353 -0.092
S -16.415 2.848 -14.170 0.642
H -21.549 -3.212 -12.690 0.115
N -18.557 -3.528 -15.382 -0.041
H -15.523 -3.265 -17.730 0.091
O -18.808 2.231 -11.364 -0.280
N -13.690 -0.070 -16.295 -0.035
F -21.344 2.063 -13.179 0.123
C -14.983 -2.668 -18.443 -0.026
H -14.783 -6.416 -15.429 0.088
H -17.103 0.959 -17.660 0.113
C -20.378 0.213 -17.269 -0.005
H -9.310 -0.962 -17.683 0.017
C -16.402 -6.092 -12.993 -0.093

Record 5
92
Properties=species:S:1:pos:R:3:lowdin_charge:R:1 method="wB97M-V/def2-TZVPD" largest_force_ev_per_a=2.2 orbital_gap_ha=0.180 multiplicity=1 charge=-2
C -3.561 5.186 6.059 -0.140
C 6.879 0.406 -5.281 -0.168
Cl 2.094 -0.678 -2.289 -0.060
C 2.034 1.632 3.411 -0.150
H 4.301 2.454 -5.170 0.091
C -8.941 1.296 0.678 -0.133
H 9.276 -6.741 -1.351 0.102
H -2.112 1.684 4.876 0.106
H 0.801 1.137 1.755 0.109
C 9.311 -6.585 -2.417 -0.149
H 0.185 0.939 -4.659 -0.096
H -2.416 1.705 2.389 0.142
N 9.016 -5.364 -2.956 0.016
C 5.969 -1.857 -1.213 -0.148
C -3.834 0.258 4.853 -0.128
H -4.049 3.139 5.842 0.125
H -4.121 5.563 5.219 0.105
N -6.777 0.153 -2.448 0.020
N -2.996 1.161 3.010 0.046
O -1.534 -2.085 -2.083 -0.139
N 1.294 1.851 2.285 0.030
C -4.568 -0.220 3.737 -0.131
H -8.996 -1.367 -4.288 0.072
O -2.935 -0.617 -2.969 -0.214
C -8.111 -0.950 -3.831 -0.143
H 2.279 4.883 2.953 0.077
C -4.026 0.359 2.614 -0.132
O -0.061 0.519 0.175 0.023
H 5.867 -0.801 -1.410 0.110
H -3.992 0.007 5.891 0.082
C 2.532 2.840 3.836 -0.141
H -0.476 -0.362 0.094 0.103
C -8.684 -0.087 0.861 -0.126
O -0.339 2.032 -1.651 -0.126
O -2.270 1.551 -0.233 0.084
H -7.114 -1.058 2.116 0.100
H -2.773 1.125 -0.957 0.089
H -2.587 6.890 7.019 0.084
C -2.778 5.829 6.983 -0.122
C 7.029 -2.592 -0.741 -0.133
C 2.075 3.824 2.923 -0.132
C -1.742 -0.978 -2.603 -0.762
H 6.684 2.236 -6.460 0.078
H -6.476 1.290 2.700 0.116
H 9.678 -7.066 -5.652 0.084
H 4.133 0.293 -3.535 0.025
H 7.999 -2.201 -0.473 0.082
C 5.301 -3.983 -1.106 -0.132
In -0.028 0.423 -2.971 0.511
H 8.755 -4.545 -2.430 0.126
H 4.611 -4.804 -1.208 0.109
H 7.185 -4.792 -0.343 0.076
C 9.505 -6.702 -4.652 -0.124
H -7.875 3.040 1.579 0.102
H 6.225 -1.036 -3.877 0.121
C -6.769 -1.089 -4.279 -0.117
H -2.631 2.636 7.841 0.104
N 4.929 -2.712 -1.435 0.035
C 9.126 -5.428 -4.316 -0.139
N -3.554 3.852 6.354 0.010
C -5.968 -0.400 -3.403 -0.108
H -6.428 -1.634 -5.145 0.083
H 0.792 3.552 1.110 0.115
H -6.460 0.717 -1.679 0.139
N 6.042 -0.177 -4.367 0.005
H -9.707 1.737 0.060 0.086
H -5.397 -0.909 3.753 0.079
B -0.906 1.405 -0.584 -1.025
C -2.274 4.841 7.868 -0.122
C -2.769 3.632 7.451 -0.149
H 9.902 -8.474 -3.341 0.083
H 7.825 -0.045 -5.533 0.091
C 1.316 3.179 1.976 -0.127
H 3.154 2.998 4.703 0.075
H 4.024 -2.441 -1.790 0.067
H -9.214 -0.910 0.410 0.090
H 2.142 0.639 3.815 0.099
N -7.233 1.069 2.072 0.016
C -7.623 -0.194 1.722 -0.137
C 5.030 1.668 -5.056 -0.106
H -1.623 4.999 8.712 0.084
H 8.927 -4.563 -4.927 0.106
C -2.872 1.111 4.370 -0.155
C -8.083 -0.181 -2.697 -0.176
C -8.027 1.983 1.437 -0.144
C 6.603 -3.944 -0.673 -0.148
H -4.284 0.268 1.571 0.119
H -8.874 0.158 -2.048 0.076
H -4.892 -0.254 -3.378 0.074
C 6.276 1.553 -5.730 -0.134
C 4.916 0.587 -4.220 -0.131
C 9.623 -7.438 -3.445 -0.126